156
Properties=species:S:1:pos:R:3 method="wB97M-V/def2-TZVPD" gap_ev=8.417 e_above_lowest_ev=3.9613 homo_ev=-8.4 lumo_energy_ev=0.0
C -4.3682 -1.1778 5.5383
C -3.7002 -0.2166 4.5880
O -3.0721 0.7210 5.0681
N -3.7373 -0.4731 3.2667
C -3.1135 0.3794 2.2868
H -5.3864 -1.4297 5.2220
H -4.5149 -0.6336 6.4685
H -3.8206 -2.0951 5.7416
H -4.3179 -1.2175 2.9226
H -2.2109 -0.0188 1.8289
H -2.7905 1.3404 2.6891
H -3.7937 0.7530 1.5170
C -1.5529 -0.8075 -3.5273
C -2.4938 -0.1930 -4.5384
O -2.4913 0.9729 -4.8700
N -3.4315 -1.0604 -5.0302
C -4.4909 -0.5391 -5.8786
H -0.5157 -0.5437 -3.7151
H -1.6941 -1.8869 -3.4705
H -1.8262 -0.3955 -2.5539
H -3.4335 -2.0391 -4.8050
H -5.0311 -1.3915 -6.2996
H -4.0727 -0.0813 -6.7747
H -5.1925 0.1091 -5.3620
C 0.3814 2.5380 6.6390
C 0.3345 2.5663 5.1318
O 0.7570 3.4969 4.4608
N -0.2188 1.4742 4.5588
C -0.3821 1.2655 3.1586
H 1.0552 1.7491 6.9795
H -0.6024 2.4152 7.0897
H 0.8075 3.4798 6.9789
H -0.6482 0.8574 5.2287
H -1.2941 1.6994 2.7450
H -0.4521 0.2223 2.8416
H 0.4412 1.7027 2.5970
C -1.1962 -2.6110 -7.8194
C 0.0323 -1.8362 -7.4387
O 0.7795 -1.3648 -8.2976
N 0.3165 -1.7218 -6.1264
C 1.2880 -0.9242 -5.4648
H -2.1346 -2.0612 -7.8234
H -1.1941 -3.5107 -7.1934
H -1.1077 -3.0110 -8.8292
H -0.3678 -2.1226 -5.4982
H 2.0355 -0.6213 -6.2017
H 1.8240 -1.4588 -4.6776
H 0.9420 -0.0016 -4.9906
C -1.8947 -4.0226 -3.5906
C -2.8247 -3.9152 -4.7806
O -2.3312 -3.9645 -5.9009
N -4.1293 -3.6735 -4.5364
C -5.0914 -3.5049 -5.6047
H -0.9432 -3.4929 -3.6392
H -1.5076 -5.0447 -3.5395
H -2.3793 -3.7740 -2.6455
H -4.4497 -3.6621 -3.5794
H -6.1171 -3.6143 -5.2655
H -4.9252 -4.2300 -6.4022
H -4.9599 -2.5309 -6.0828
C -0.7977 2.1238 -2.0573
C -0.6832 2.4580 -0.5925
O -0.7628 1.6271 0.2992
N -0.4936 3.7667 -0.3169
C -0.5325 4.3311 1.0298
H -1.0941 1.0891 -2.1965
H 0.2160 2.2001 -2.4669
H -1.4157 2.8236 -2.6152
H -0.4677 4.4555 -1.0459
H -0.5330 5.4146 0.9518
H 0.3295 3.9529 1.5821
H -1.4191 4.0297 1.5907
C -6.8428 -1.0227 -2.0567
C -5.6116 -1.7142 -1.5520
O -5.4191 -2.9148 -1.7786
N -4.6931 -1.0168 -0.8641
C -3.3819 -1.4781 -0.4567
H -7.6383 -1.1427 -1.3152
H -7.2515 -1.4997 -2.9427
H -6.6801 0.0404 -2.2322
H -4.9083 -0.0607 -0.6273
H -2.8455 -2.1054 -1.1747
H -3.5270 -2.1861 0.3629
H -2.6926 -0.6595 -0.2912
C 6.2574 2.5219 4.1155
C 5.9407 1.2936 3.2770
O 6.8158 0.5358 2.9124
N 4.6363 1.0607 2.9108
C 3.5091 1.6605 3.5975
H 5.4248 3.0146 4.6125
H 6.6461 3.3145 3.4738
H 7.0051 2.1844 4.8287
H 4.5677 0.1154 2.5616
H 3.4505 1.3863 4.6585
H 2.6047 1.2810 3.1253
H 3.6611 2.7348 3.5450
C 3.8131 4.2441 1.2892
C 3.5424 5.4379 2.1967
O 4.2086 5.6063 3.2071
N 2.4876 6.2190 1.8726
C 1.9679 7.3520 2.6219
H 3.8059 4.5081 0.2292
H 2.9329 3.5964 1.3850
H 4.6956 3.6962 1.5911
H 2.1642 5.9520 0.9566
H 2.7419 8.1194 2.5975
H 1.7767 7.0916 3.6600
H 1.0494 7.6592 2.1316
C 0.2012 -1.8858 -0.5158
C 1.0535 -0.6833 -0.8546
O 1.2047 -0.3176 -2.0222
N 1.6802 -0.0968 0.1639
C 2.3245 1.1971 0.0441
H 0.6887 -2.5425 0.2025
H 0.0000 -2.3861 -1.4583
H -0.7336 -1.5583 -0.0627
H 1.7186 -0.5648 1.0586
H 1.6553 1.9060 -0.4483
H 3.2921 1.0916 -0.4367
H 2.3871 1.6951 1.0134
C 3.7860 -3.1838 2.7193
C 2.7774 -2.2289 3.3377
O 1.8101 -1.8732 2.6642
N 2.8564 -1.8242 4.6109
C 1.7453 -1.0977 5.2425
H 4.5698 -3.5780 3.3541
H 4.1228 -2.6752 1.8141
H 3.1477 -3.9612 2.2951
H 3.6763 -1.9122 5.1855
H 1.9541 -0.0389 5.0995
H 1.7105 -1.4116 6.2816
H 0.8039 -1.2582 4.7264
C 7.8725 2.5224 -0.1866
C 6.4682 2.6261 -0.6958
O 5.5381 2.9076 0.0589
N 6.2424 2.3182 -1.9899
C 4.9458 2.3614 -2.6276
H 8.5756 2.5353 -1.0220
H 7.9367 1.5372 0.2801
H 8.0993 3.3379 0.4900
H 6.9065 1.6652 -2.3804
H 4.4378 1.3948 -2.5932
H 4.9829 2.7999 -3.6198
H 4.2762 2.9714 -2.0192
C -0.7599 -4.6743 1.9071
C -1.8663 -4.6644 0.8200
O -1.6114 -4.2034 -0.2802
N -3.0865 -5.0451 1.2400
C -4.2645 -4.9362 0.4040
H 0.1181 -4.9890 1.3416
H -0.9708 -5.4025 2.6863
H -0.6046 -3.6416 2.2073
H -3.1944 -5.7067 1.9880
H -4.8772 -5.8344 0.4334
H -3.9825 -4.5098 -0.5572
H -4.9650 -4.1465 0.7161

***

8
Properties=species:S:1:pos:R:3 method="wB97M-V/def2-TZVPD" gap_ev="7.635 / 5.765" e_above_lowest_ev=2.2285 homo_ev="-9.1 / -8.5" lumo_energy_ev="-1.5 / -2.7"
C -0.9841 -0.4872 0.8921
S 2.2718 1.0173 0.1033
S -2.3306 0.7034 0.9524
S -3.4076 0.3056 -0.5651
H -0.9940 -0.9786 -0.0885
H -1.2155 -1.3536 1.5021
H -0.1115 0.0783 1.3603
H 1.2347 1.8426 -0.0913

***

20
Properties=species:S:1:pos:R:3 method="wB97M-V/def2-TZVPD" gap_ev=8.718 smiles="CC1=C[C@@](C)(N)C(C#N)=C1" e_above_lowest_ev=1.7821 homo_ev=-8.9 lumo_energy_ev=-0.2
C -0.2670 -1.5933 -2.1340
C 0.1656 0.6969 -1.4343
C -0.0678 0.5366 0.9416
C -0.0720 -0.6160 -1.2604
C -0.0130 1.3522 -0.1193
C -0.1211 -0.8874 0.5246
C 0.1175 2.9023 0.0490
C 1.0939 -1.6184 0.9067
N -0.4910 -2.4668 -2.8447
N -1.3884 -1.5451 0.9154
H 0.3038 1.2621 -2.3578
H -0.1099 0.7699 1.9747
H -0.7821 3.3464 0.4127
H 0.4172 3.3197 -0.8991
H 0.8795 3.1095 0.7738
H 1.8942 -0.9347 0.8969
H 1.3300 -2.4448 0.1921
H 0.8915 -2.0706 1.9430
H -2.0653 -0.8851 1.2945
H -1.7155 -2.2335 0.2247